Arrangement P

The following is a quantum chemistry calculation of a 2-piece molecular cluster, C3H4P2 overall, from the OMol25 dataset.

Geometry as XYZ:
```
9
C3H4P2 | the OMol25 dataset | wB97M-V/def2-TZVPD
P 3.70 0.87 -0.07
P 3.05 -0.91 -0.44
C -0.89 -0.03 0.21
C -1.46 -1.15 0.05
C -0.40 1.19 0.11
H -1.83 -1.70 0.87
H -1.14 2.04 0.12
H -1.76 -1.60 -0.94
H 0.73 1.27 0.10
```

The multiplicity is 1. The value obtained for the molar mass is 102.01 g mol⁻¹. The calculation puts the lowest unoccupied orbital energy at -0.7 eV. The gap between HOMO and LUMO is 9.0139 eV.



Arrangement Q

The following is a quantum chemistry calculation of C3H4P2 as an isolated structure, from the OMol25 dataset.

Geometry as XYZ:
```
9
C3H4P2 | the OMol25 dataset | wB97M-V/def2-TZVPD
P 1.66 -0.34 2.27
P -2.32 1.10 1.46
C 0.42 0.06 1.12
C -0.85 0.41 1.17
C 0.25 -0.17 -0.34
H -2.67 1.49 0.20
H 0.37 0.79 -0.79
H 2.91 -0.50 1.36
H -0.35 -0.99 -0.64
```

The multiplicity is 1. The value obtained for the molar mass is 102.01 g mol⁻¹. The calculation puts the lowest unoccupied orbital energy (alpha / beta) at -1.6 / -1.6 eV. The gap between HOMO and LUMO (alpha / beta) is 6.4945 / 6.4613 eV.



Arrangement R

The following is a quantum chemistry calculation of one molecule with the formula C3H4P2, from the OMol25 dataset.

Geometry as XYZ:
```
9
C3H4P2 | the OMol25 dataset | wB97M-V/def2-TZVPD
P -2.21 -0.67 0.03
P 2.13 -0.20 -0.06
C -0.50 -0.22 -0.78
C 0.61 -0.68 0.11
C -1.37 0.69 0.08
H 0.15 -0.47 1.09
H -1.02 1.74 0.19
H 2.68 -0.09 1.21
H -0.48 -0.10 -1.88
```

The multiplicity is 1. The value obtained for the molar mass is 102.01 g mol⁻¹. The calculation puts the lowest unoccupied orbital energy at -0.5 eV. As for the SMILES: [H]/P=C/[C@@H]1C=P1. The gap between HOMO and LUMO is 8.0038 eV.



Stability summary: most stable arrangement P, least stable arrangement Q.